43
Properties=species:S:1:pos:R:3 method="wB97M-V/def2-TZVPD" smiles="CC(C)OC(=O)NC(C)(C)COC(=O)Nc1cccc(Cl)c1" molar_mass_g_mol=328.80 multiplicity=1 e_homo_ev=-8.860 gap_ev=9.344
C -3.732 -3.055 -1.190
C -3.876 -2.651 0.274
C -5.274 -2.128 0.586
O -2.860 -1.714 0.668
C -2.821 -0.493 0.086
O -3.556 -0.103 -0.787
N -1.835 0.231 0.667
C -1.365 1.528 0.192
C -2.506 2.544 0.247
C -0.824 1.404 -1.236
C -0.256 1.974 1.159
O 0.805 1.026 1.220
C 1.956 1.357 0.581
O 2.151 2.405 0.027
N 2.821 0.311 0.699
C 4.130 0.207 0.229
C 4.748 1.213 -0.509
C 6.049 1.040 -0.945
C 6.753 -0.118 -0.663
C 6.128 -1.113 0.071
Cl 6.980 -2.571 0.440
C 4.828 -0.964 0.519
H -4.425 -3.862 -1.414
H -2.718 -3.396 -1.388
H -3.952 -2.207 -1.832
H -3.655 -3.513 0.916
H -5.503 -1.277 -0.050
H -6.004 -2.913 0.407
H -5.336 -1.819 1.627
H -1.230 -0.268 1.301
H -3.316 2.204 -0.392
H -2.162 3.514 -0.098
H -2.880 2.640 1.264
H -0.412 2.353 -1.567
H -0.043 0.648 -1.285
H -1.633 1.113 -1.900
H -0.655 2.056 2.174
H 0.149 2.939 0.840
H 2.470 -0.480 1.221
H 4.209 2.117 -0.732
H 6.524 1.823 -1.516
H 7.767 -0.250 -1.004
H 4.361 -1.752 1.089